103
Properties=species:S:1:pos:R:3 method="wB97M-V/def2-TZVPD" lumo_ev="3.805 / 3.617" homo_lumo_gap_ev="3.5386 / 3.3774" total_charge=-2 relative_energy_kcal_mol=43.8
Ag 0.276 0.357 0.059
S 1.288 -1.677 -1.945
Si -3.300 -1.944 -0.825
O 0.402 -1.875 -0.769
N 0.408 -0.484 2.241
N -0.726 2.044 1.174
N 3.396 -0.785 -0.061
N 1.134 2.096 -1.214
C 3.216 -6.026 1.278
C 1.506 4.204 -1.997
C 1.619 -4.268 1.661
C -0.608 3.739 -0.634
C -4.331 -0.789 5.222
C -2.712 0.546 4.013
C 2.949 -0.815 1.218
C 5.141 -0.706 -5.177
C -1.770 5.917 -0.170
C -0.413 -1.299 4.204
C -1.603 0.651 3.038
C 2.862 0.538 1.753
C 2.563 3.426 -2.398
C 4.006 0.084 -5.321
C 3.870 0.401 -2.916
C -1.594 6.667 -2.824
C 0.670 -2.063 3.867
C 0.134 -1.908 -3.371
C -3.106 1.649 4.776
C 0.620 3.356 -1.253
C -2.586 -0.318 -1.058
C -0.572 -0.315 3.161
C 1.183 -1.516 2.646
C 2.075 -3.302 -2.225
C -4.085 1.535 5.750
C -1.690 1.658 2.055
C -1.201 5.014 -1.081
C 3.098 1.369 0.717
C -2.132 7.553 -1.900
C -2.234 7.157 -0.573
C -5.205 -1.938 -1.128
C 3.382 0.630 -4.215
C -2.905 2.407 1.802
C 5.635 -0.948 -3.899
C 3.345 0.521 -0.438
C 3.954 -3.741 1.448
C -4.693 0.311 5.990
C 2.639 -3.304 1.653
C -1.267 3.018 0.387
C -2.743 -3.388 -1.969
C 5.009 -0.415 -2.789
C 3.250 1.008 -1.765
C -1.157 5.416 -2.424
C 2.330 2.130 -1.864
C -3.023 -2.578 0.950
C 2.330 -1.901 1.870
C 4.235 -5.083 1.263
C 1.905 -5.609 1.480
C -2.648 3.239 0.772
C -3.359 -0.672 4.243
H -1.812 5.637 0.874
H -3.843 2.270 2.317
H -5.664 -1.110 -0.586
H 3.157 2.446 0.716
H -3.093 -1.526 3.635
H 1.103 -2.885 4.417
H -1.516 6.959 -3.865
H -0.359 -2.877 -3.324
H -1.687 -3.609 -1.789
H -5.418 -1.797 -2.193
H -1.007 -1.377 5.101
H -3.351 3.881 0.266
H -4.360 2.404 6.337
H 2.936 -3.346 -1.567
H 3.607 0.268 -6.312
H -2.152 -2.062 1.366
H -5.686 -2.869 -0.804
H -2.640 0.242 -1.989
H 2.485 1.226 -4.331
H 1.101 -6.336 1.477
H -5.446 0.218 6.763
H -0.770 4.724 -3.157
H 2.687 0.777 2.789
H 5.390 -0.611 -1.795
H 4.754 -3.010 1.448
H -2.849 -3.119 -3.025
H -1.918 0.095 -0.300
H 2.380 -3.379 -3.269
H -2.608 2.595 4.607
H 1.417 5.273 -2.112
H -2.459 8.540 -2.205
H 6.525 -1.555 -3.776
H 3.435 -7.075 1.114
H 5.620 -1.145 -6.044
H -3.880 -2.370 1.596
H -4.810 -1.746 5.391
H 5.260 -5.404 1.111
H -2.824 -3.653 0.987
H 0.724 -1.803 -4.285
H -0.611 -1.116 -3.302
H 3.447 3.731 -2.941
H -3.313 -4.312 -1.810
H -2.659 7.835 0.158
H 0.595 -3.941 1.780
H 1.346 -4.067 -1.958

106
Properties=species:S:1:pos:R:3 method="wB97M-V/def2-TZVPD" lumo_ev=2.515 homo_lumo_gap_ev=6.8903 total_charge=-1 relative_energy_kcal_mol=0.5
P -1.993 0.563 -0.759
Mg 1.495 -1.467 -0.025
F 2.463 -1.862 -2.067
O 0.546 -2.385 3.988
O -0.508 -1.410 0.376
O 0.862 -3.286 -0.661
O 3.484 -2.059 0.563
N -0.236 -3.642 -0.115
N 2.065 0.451 -0.740
N 1.757 -2.220 2.011
N -0.896 -2.677 0.409
C 0.557 0.693 -3.360
C 3.369 -2.455 5.324
C -2.326 -2.586 2.369
C 0.574 3.838 -1.254
C -3.249 3.134 -0.670
C 3.433 -0.892 -2.194
C -4.467 -1.622 -3.301
C -2.319 -2.690 -3.274
C 3.886 -2.374 2.977
C -3.084 -3.748 0.386
C 3.803 1.065 1.752
C 4.181 1.295 -1.725
C -5.036 -0.271 1.980
C -4.467 -3.692 2.354
C 1.414 0.870 2.660
C -2.559 0.944 1.890
C -2.824 2.283 -2.861
C 1.846 2.420 0.754
C 3.186 0.317 -1.521
C 1.407 3.728 0.958
C 2.464 1.764 1.984
C -2.819 2.079 -1.478
C 5.244 -2.354 3.211
C 1.838 2.770 -3.920
C 2.969 -2.427 4.008
C -3.260 3.480 -3.415
C 4.516 -1.153 -2.988
C 5.482 -0.163 -3.157
C 0.770 2.161 -2.999
C -3.501 -2.941 3.013
C -2.684 -0.692 -1.943
C -3.067 0.358 0.729
C -2.134 -3.001 1.063
C 3.071 -2.222 1.725
C 1.589 -2.347 3.374
C -4.310 -0.268 0.796
C -3.287 0.953 3.072
C -3.691 4.513 -2.594
C 0.757 4.444 -0.028
C -4.536 0.351 3.117
C -3.632 -2.653 -3.718
C 5.665 -2.399 4.540
C -3.993 -0.649 -2.434
C -1.853 -1.716 -2.397
C 1.655 1.794 -0.499
C 5.296 1.055 -2.516
C -3.679 4.335 -1.219
C -4.259 -4.093 1.040
C 1.028 2.547 -1.530
C 4.741 -2.446 5.581
H 5.097 -2.462 6.604
H 1.592 4.195 1.920
H 2.664 2.577 2.685
H 1.826 0.375 3.545
H 4.567 1.796 1.476
H 6.356 -0.347 -3.767
H -2.479 1.492 -3.518
H -6.003 -0.762 2.013
H 6.037 1.839 -2.633
H -4.030 5.448 -3.024
H -3.269 3.602 -4.491
H -3.657 -2.633 4.040
H 0.108 0.634 -4.358
H 4.131 0.569 2.671
H 1.996 3.827 -3.692
H 2.790 2.253 -3.803
H 5.950 -2.289 2.393
H 1.486 0.131 -3.386
H -5.487 -1.570 -3.665
H -2.873 1.422 3.957
H -3.247 3.017 0.407
H 1.027 0.107 1.985
H -5.387 -3.960 2.861
H -0.169 2.663 -3.234
H -1.646 -3.470 -3.608
H -2.897 -4.048 -0.638
H 4.593 -2.117 -3.475
H 0.567 1.482 2.981
H 0.394 5.449 0.155
H 4.064 2.253 -1.234
H -5.011 -4.675 0.520
H 2.641 -2.460 6.125
H 1.529 2.686 -4.967
H -1.569 1.391 1.857
H -4.641 0.175 -2.159
H 0.060 4.384 -2.041
H 6.723 -2.378 4.768
H 3.755 0.324 0.959
H -0.116 0.212 -2.654
H -4.000 -3.411 -4.399
H -5.118 0.357 4.032
H -1.546 -2.027 2.869
H -0.819 -1.748 -2.081
H -4.718 -0.778 -0.066
H -4.011 5.134 -0.567

105
Properties=species:S:1:pos:R:3 method="wB97M-V/def2-TZVPD" lumo_ev=0.007 homo_lumo_gap_ev=7.1906 relative_energy_kcal_mol=0.0
Au 0.599 -0.188 -0.253
I 1.115 -3.033 -2.361
S 1.213 0.589 3.145
P 0.162 0.346 -2.392
O 1.348 -0.888 2.701
O 2.094 0.769 4.262
N 0.439 -1.257 1.563
N 1.403 1.374 1.857
N 2.182 2.533 -0.447
C 2.771 4.472 -1.742
C -1.394 -0.470 -3.009
C 2.464 5.306 -0.713
C 3.822 -2.683 2.778
C 1.290 4.993 2.785
C -2.742 1.246 3.348
C -2.482 -1.700 0.818
C 0.130 2.870 -3.717
C -0.745 4.863 -2.693
C -1.527 -4.136 -1.933
C 0.652 -5.458 1.160
C 2.084 -0.328 -5.945
C -2.109 -2.455 3.195
C -0.556 -4.795 1.264
C -1.444 1.162 2.876
C -2.017 0.523 5.516
C 1.474 2.763 1.834
C -4.067 -1.220 -3.510
C -0.978 -2.938 -2.312
C -2.309 0.379 -3.580
C -0.208 2.128 -2.591
C 3.477 -1.421 0.614
C -3.635 0.010 -3.875
C 1.191 3.592 2.898
C -4.469 0.971 5.154
C 3.417 -0.343 -5.560
C -1.999 -2.838 1.717
C -3.705 -3.408 -2.541
C 1.428 0.068 -3.664
C -0.811 2.773 -1.511
C 0.587 -2.670 1.451
C 1.895 3.357 0.596
C -0.440 0.743 3.734
C 1.689 5.577 1.622
C 2.009 4.764 0.510
C -1.080 4.131 -1.561
C 1.829 -3.335 1.338
C -0.615 -3.415 1.434
C -0.712 0.435 5.060
C -3.047 0.921 4.666
C -1.791 -1.841 -2.752
C -3.173 -2.157 -2.933
C 3.237 -2.732 1.360
C 1.090 -0.123 -4.999
C -2.908 -4.370 -2.007
C -0.141 4.231 -3.769
C 2.766 0.044 -3.281
C 3.758 -0.154 -4.227
C 1.821 -4.723 1.213
C 2.608 3.083 -1.554
H -3.532 -1.486 1.036
H 2.772 -5.238 1.131
H -0.941 5.927 -2.729
H 4.554 -1.281 0.491
H -3.534 1.565 2.679
H 0.617 2.395 -4.558
H 3.836 -3.474 0.822
H 0.133 4.798 -4.650
H 3.095 -0.547 1.137
H -4.986 0.040 4.910
H 3.320 -1.939 3.392
H 3.023 0.155 -2.232
H -2.407 -1.970 -0.235
H -4.767 -3.574 -2.673
H -1.483 -5.358 1.247
H -5.098 -1.520 -3.652
H -1.201 1.406 1.850
H 0.048 -0.135 -5.298
H -1.533 4.620 -0.708
H -0.875 -4.923 -1.583
H 3.725 -3.655 3.266
H 2.830 2.416 -2.381
H 0.092 0.129 5.715
H 4.797 -0.178 -3.923
H -4.513 1.101 6.234
H -4.300 0.729 -4.334
H -1.387 -1.676 3.432
H -2.240 0.279 6.547
H -3.312 -5.321 -1.686
H -2.033 1.403 -3.784
H 2.565 6.381 -0.811
H -3.109 -2.075 3.422
H 3.125 4.849 -2.693
H 1.054 5.603 3.648
H 4.191 -0.509 -6.298
H -2.689 -3.670 1.543
H -1.911 -3.313 3.840
H 1.780 6.653 1.537
H 0.901 3.168 3.851
H 0.685 -6.534 1.049
H -5.019 1.786 4.684
H 4.883 -2.429 2.733
H -1.046 2.207 -0.616
H 3.038 -1.457 -0.388
H 1.817 -0.486 -6.982
H -1.905 -0.794 0.984

108
Properties=species:S:1:pos:R:3 method="wB97M-V/def2-TZVPD" lumo_ev="3.061 / 3.062" homo_lumo_gap_ev="4.4434 / 3.4445" total_charge=-2 relative_energy_kcal_mol=0.0
Rb -0.900 -0.397 -0.422
Br -5.136 -3.418 1.643
O -0.804 -1.578 1.893
O 1.842 -1.784 -0.291
N 5.104 9.346 -0.672
N 3.971 -1.206 1.830
N -1.283 1.498 -2.722
N -1.920 -3.972 -1.093
N 1.032 -1.322 3.713
N 0.202 -1.988 -2.611
N 0.111 2.319 1.391
N 0.800 4.340 0.774
C -0.779 -2.815 2.081
C -0.204 -4.776 3.520
C 1.349 -2.134 -3.134
C 1.134 3.042 1.015
C 4.191 -2.018 -0.553
C 0.928 4.691 -4.162
C -1.453 -5.102 1.520
C 2.205 -0.608 4.126
C -0.925 -1.940 -3.498
C 2.802 -1.961 -1.056
C -5.783 -0.629 1.310
C -1.197 -7.049 3.082
C -6.237 -1.856 1.829
C -0.051 -3.402 3.202
C 0.611 2.930 -2.549
C 3.826 6.111 -0.374
C -4.509 -0.504 0.687
C 5.026 -2.587 -2.791
C 1.328 3.990 -3.027
C -6.292 1.720 0.947
C -0.920 -5.618 2.717
C 2.642 0.429 3.090
C -1.408 -3.767 1.200
C 3.455 7.463 -0.188
C 2.979 -0.158 1.725
C -7.433 -2.019 2.475
C 6.163 -2.936 -3.716
C -2.277 -2.145 -2.817
C 4.599 -1.771 0.747
C 2.158 7.736 0.301
C 0.874 -2.636 3.891
C -6.685 0.476 1.467
C 2.634 -2.180 -2.482
C -8.285 -0.918 2.631
C -0.235 4.285 -4.810
C 1.289 6.718 0.595
C -2.028 -3.300 -0.029
C 1.665 5.375 0.424
C -0.551 4.417 1.010
C 5.230 -2.395 -1.450
C -0.980 3.232 -4.353
C -4.191 0.764 0.232
C -2.579 -3.560 -2.307
C -7.919 0.299 2.128
C 3.728 -2.462 -3.291
C -0.609 2.480 -3.179
C -5.068 1.853 0.342
C 4.349 8.493 -0.458
C 2.953 5.101 -0.070
C -0.953 3.166 1.380
H 1.512 5.525 -4.531
H -0.808 -7.735 2.330
H 3.015 -1.325 4.316
H 3.510 0.963 3.494
H 0.259 -5.136 4.433
H -3.233 0.940 -0.252
H 3.567 -2.617 -4.353
H 2.131 2.662 0.929
H -2.594 -2.356 0.066
H 2.001 -0.076 5.069
H 3.362 0.648 1.082
H -1.935 2.827 1.653
H -1.116 5.317 0.879
H 7.122 -2.696 -3.258
H -0.953 -0.931 -3.933
H -2.360 -1.438 -1.995
H 6.081 -2.389 -4.656
H 0.441 -0.967 2.943
H -4.771 2.816 -0.056
H -3.670 -3.634 -2.163
H 6.238 -2.483 -1.056
H -0.808 -2.661 -4.327
H -0.557 4.812 -5.705
H 1.535 -3.121 4.607
H 1.863 8.765 0.452
H -2.287 -4.296 -3.069
H 4.807 5.878 -0.769
H -1.885 2.932 -4.866
H 3.257 4.077 -0.233
H -8.584 1.148 2.245
H 2.235 4.296 -2.513
H 1.834 1.148 2.949
H 5.623 -2.058 0.978
H 6.156 -4.004 -3.949
H -3.050 -1.897 -3.550
H -2.275 -7.199 3.142
H 1.437 -2.256 -4.236
H 2.092 -0.572 1.237
H 4.598 -1.070 2.609
H -1.958 -5.775 0.845
H -6.964 2.567 1.035
H -7.706 -2.986 2.872
H -9.227 -1.045 3.149
H 0.943 2.382 -1.674
H -0.763 -7.301 4.049
H 0.305 6.956 0.972